No. 1
DFT (ωB97M-V/def2-TZVPD) results for a 4-piece molecular cluster, C22H27NO13 overall at a distorted geometry.

calculated total energy: -1887.29190 a.u.
spin multiplicity: 1
E_LUMO: -1.59 eV
frontier orbital gap: 8.6 eV
charge: 0
HOMO level: -0.37310 hartree
structure (SMILES): CC(=O)N(C(C)=O)C1=CC(=O)C=CC1=O.C[C@@H]1COC(=O)O1.C[C@@H]1COC(=O)O1.C[C@@H]1COC(=O)O1
largest force on an atom: 0.0938 Eh/bohr

Each line ends with the Mulliken charge.
CARTESIAN COORDINATES (ANGSTROEM)
C: 0.10699 2.09543 1.02445  -0.689
C: -0.95202 0.99280 1.46542  0.352
O: -1.65140 1.22864 2.48890  -0.517
N: -1.17209 -0.32384 0.81676  0.581
C: -1.58516 -0.20900 -0.59061  0.685
C: -2.07746 -1.58249 -1.28974  -1.044
O: -1.54812 0.83091 -1.28882  -0.587
C: -0.02062 -1.23635 0.95266  -0.251
C: 1.22764 -1.06160 0.28186  0.225
C: 2.30043 -2.22880 0.57220  -0.227
O: 3.50522 -1.98195 0.77318  -0.537
C: 1.66726 -3.71173 0.62632  -0.508
C: 0.41828 -3.88768 1.29714  -0.327
C: -0.22863 -2.53559 1.89271  0.394
O: -0.82635 -2.47627 2.98758  -0.532
H: -0.04393 2.99890 1.72329  0.379
H: -0.10453 2.50235 -0.03409  0.265
H: 1.19487 1.77203 1.11790  -0.039
H: -2.54689 -1.37103 -2.29825  0.358
H: -1.17605 -2.29237 -1.36044  0.256
H: -2.79782 -2.05910 -0.53251  0.340
H: 1.41982 -0.17992 -0.40796  0.708
H: 2.15444 -4.62336 0.15695  0.361
H: -0.12394 -4.87934 1.38288  0.367
C: 1.34323 0.18234 -6.40141  -1.512
C: 0.85582 -0.05136 -4.98853  0.533
C: 1.89210 -0.64595 -4.08093  -0.428
O: 1.09427 -1.34312 -3.12818  -0.210
C: -0.06316 -1.68076 -3.76301  0.644
O: -0.87927 -2.44143 -3.32254  -0.644
O: -0.17010 -1.04436 -4.96097  -0.368
H: 2.12923 0.94003 -6.42668  0.385
H: 1.73022 -0.74099 -6.84159  0.362
H: 0.51823 0.50963 -7.03893  0.366
H: 0.44016 0.87397 -4.57494  0.267
H: 2.50668 0.11259 -3.59268  0.241
H: 2.54618 -1.36877 -4.57939  0.304
C: 4.12575 1.42893 1.95062  -1.372
C: 4.84882 1.39040 0.62143  0.556
C: 5.78467 2.54307 0.41070  -0.518
O: 5.80675 2.65664 -1.00951  -0.330
C: 4.61130 2.17946 -1.45694  0.523
O: 4.20776 2.30294 -2.57790  -0.546
O: 3.93174 1.54568 -0.46022  -0.119
H: 4.82258 1.31198 2.78320  0.423
H: 3.58322 2.37070 2.07596  0.381
H: 3.38055 0.63076 2.00085  0.160
H: 5.35781 0.42865 0.49604  0.232
H: 6.78473 2.34774 0.80054  0.324
H: 5.41698 3.48622 0.82807  0.312
C: -4.26322 -0.38249 3.77246  -1.338
C: -5.72381 0.00113 3.68305  0.542
C: -6.07346 0.76683 2.44103  -0.343
O: -7.19756 1.53194 2.86305  -0.336
C: -7.05933 1.71768 4.20611  0.601
O: -7.71622 2.47826 4.85570  -0.540
O: -6.07144 0.92644 4.71157  -0.367
H: -3.99182 -1.08969 2.98555  0.366
H: -3.61992 0.49663 3.69083  0.244
H: -4.04804 -0.83674 4.74303  0.369
H: -6.35535 -0.88678 3.80119  0.256
H: -6.33912 0.11452 1.60755  0.312
H: -5.28691 1.45665 2.11803  0.254

Force components x, y, z for each atom (eV/Å):
-0.4 0.8 -0.2
-1.5 1.8 3.8
2.6 -0.9 -4.0
1.3 0.8 -1.5
-0.1 0.3 -3.1
0.3 0.5 2.5
-0.1 -2.6 3.0
2.5 -0.6 -1.0
-2.6 -1.5 1.9
1.1 0.4 0.0
-3.7 -0.9 -0.8
-2.9 0.1 1.5
2.5 2.1 -1.4
-0.8 -0.2 1.5
1.9 -0.2 -3.9
0.1 -1.7 -0.9
0.4 -1.1 1.5
-1.5 0.1 -0.3
0.7 -0.2 1.6
-1.6 1.3 0.1
0.8 0.6 -1.3
0.0 -1.3 1.1
-0.2 1.6 0.7
0.8 1.5 0.1
-0.3 -0.2 -0.3
0.5 0.6 -0.9
0.7 0.4 0.3
-0.6 -0.3 0.0
-0.6 -0.6 -0.1
1.3 0.2 -1.3
0.0 -0.4 0.9
-0.1 0.0 0.1
0.0 0.0 0.2
0.1 0.1 0.1
0.1 -0.1 0.1
-0.1 -0.1 0.1
-0.1 0.1 -0.1
-0.5 -0.1 -0.1
-0.2 -0.3 1.3
0.6 0.2 0.2
-0.6 -0.2 -0.3
-0.2 0.1 -0.8
0.2 -0.2 0.7
0.3 0.3 -0.7
0.0 0.0 -0.1
0.2 0.0 -0.1
0.2 -0.1 0.0
0.0 0.1 0.0
0.0 0.0 -0.2
-0.1 -0.1 0.0
0.1 0.2 0.4
1.1 -0.7 0.0
-0.1 -0.2 -0.6
0.0 0.1 0.5
-0.5 0.6 0.7
0.4 -0.6 -0.5
-0.6 0.4 -0.3
0.0 0.1 0.0
-0.1 -0.1 -0.1
-0.1 -0.1 -0.1
-0.1 0.1 -0.1
-0.2 0.2 0.1
0.1 -0.1 0.1

=====

No. 2
DFT (ωB97M-V/def2-TZVPD) results for C22H27NO4S as an isolated structure at a distorted geometry.

calculated total energy: -1607.63273 a.u.
spin multiplicity: 1
E_LUMO: 0.30 eV
frontier orbital gap: 7.9 eV
energy relative to the best compared isomer or geometry (same formula, charge and spin): 503.4 kcal/mol
charge: 0
HOMO level: -0.27954 hartree
largest force on an atom: 0.3308 Eh/bohr

Each line ends with the Mulliken charge.
CARTESIAN COORDINATES (ANGSTROEM)
C: -1.88385 2.62518 -3.03443  -1.209
C: -0.80425 2.79472 -2.11230  -0.185
H: -0.74981 3.75860 -1.78373  0.557
H: 0.18409 2.64958 -2.68923  0.122
O: -0.97244 2.14009 -1.12942  -0.194
C: -0.31401 0.93790 -1.04995  -0.012
C: -0.72009 0.30004 0.29006  -1.912
C: -2.24629 0.04165 0.30385  -0.590
C: -2.64299 0.55665 1.69765  -0.446
C: -2.72440 2.12189 1.94393  -0.961
O: -1.20693 2.62993 1.82304  -0.624
H: -1.00469 2.57007 0.75903  0.436
H: -3.19053 2.43077 2.82848  0.518
H: -3.30210 2.50004 1.26335  0.442
H: -3.72567 0.20030 1.88893  0.426
H: -1.96767 0.28337 2.61573  0.131
H: -2.77285 -0.78977 0.29123  0.785
H: -2.69454 0.85359 -0.30486  0.182
H: -0.23480 0.43781 1.08423  2.124
C: -0.07246 -1.30144 0.25474  1.367
C: 1.28983 -1.30170 -0.33482  -1.218
C: 2.00523 -0.12068 -0.73328  0.636
O: 1.22328 0.87330 -1.10482  -0.571
C: 3.40049 -0.05959 -1.01944  -0.093
O: 4.08939 -1.34149 -1.14034  -0.708
N: 3.64872 0.97202 -1.57297  0.049
C: 4.88631 1.43069 -1.99648  -0.002
C: 5.41134 2.11958 -3.07930  -0.614
C: 5.65319 2.80483 -1.64638  -1.097
H: 6.59925 2.78663 -1.29440  0.293
H: 5.02363 3.31440 -1.25406  0.558
H: 6.11679 2.00531 -3.87992  0.325
H: 4.49656 2.68488 -3.56311  0.129
H: 5.56224 0.52515 -1.88520  0.397
H: 2.97202 1.84115 -1.71471  0.285
H: 2.06700 -2.25446 0.06762  0.234
C: -0.37144 -2.13497 1.37454  0.375
C: 0.51040 -1.58487 2.80384  -0.562
S: 0.05619 -2.59747 4.02253  -0.314
C: -1.04776 -3.40148 3.17918  0.617
C: -2.16184 -4.31383 3.81843  -0.750
C: -2.82169 -4.81471 2.94287  -0.215
C: -3.05077 -4.49875 1.43344  -0.534
C: -2.30671 -3.51055 0.93068  -1.243
C: -1.20190 -3.04961 1.68809  -0.012
H: -2.44009 -3.42562 -0.01911  0.692
H: -3.93413 -5.02341 0.88518  0.298
H: -3.87795 -5.68913 3.26662  0.075
H: -2.00073 -4.81438 4.64091  0.498
H: 1.37113 -0.93979 2.61667  0.416
H: -0.69883 -1.99708 -0.60216  0.098
H: -0.67159 0.22523 -1.96062  0.068
H: -1.96210 1.38026 -3.44377  0.174
H: -2.89317 2.86917 -2.51735  0.233
H: -1.89604 3.30004 -3.84867  0.525

Force components x, y, z for each atom (eV/Å):
-4.6 -3.4 -1.9
4.2 6.2 -11.4
0.2 3.5 0.1
-0.9 -0.1 0.9
1.1 -8.6 12.1
0.3 -4.9 0.7
-3.1 -7.5 -8.6
2.3 7.9 2.8
-1.9 1.3 3.8
6.4 -3.6 0.6
-2.6 -0.5 -3.2
-1.0 0.4 4.0
0.3 0.1 1.9
-2.8 2.7 -4.6
1.5 0.3 0.1
-1.2 -0.5 -2.0
-1.2 -4.7 -1.2
-0.1 -1.0 -0.4
3.2 3.0 6.5
-2.7 -0.4 -6.1
6.0 -0.2 2.5
-5.9 -6.7 2.6
-2.2 5.1 -1.2
0.0 -14.0 1.1
-2.5 6.9 1.3
1.4 12.9 -5.2
6.6 -5.2 2.8
-4.3 6.3 -2.2
3.3 -9.1 -7.2
2.7 -0.4 1.3
-7.4 7.3 4.0
0.6 -1.0 0.5
1.8 -0.5 0.4
-0.6 1.0 0.7
0.6 -3.1 1.0
-2.4 2.9 -1.6
7.3 6.6 5.1
-2.0 -1.5 -5.1
1.2 1.3 0.4
-4.5 -2.4 -1.7
8.6 6.9 0.3
-12.4 -7.3 -9.1
-1.2 -0.9 3.0
0.2 -3.1 4.5
-2.3 -2.6 4.9
-0.3 1.7 -6.0
1.9 1.1 1.1
3.6 2.4 -0.6
0.5 -1.6 5.0
-0.2 -0.4 0.7
1.1 2.2 1.4
1.0 1.6 1.9
0.2 3.9 1.1
1.5 -0.7 -0.6
0.4 0.4 -1.2